146
Properties=species:S:1:pos:R:3:forces:R:3 method="wB97M-V/def2-TZVPD" orbital_gap_ev=8.558 lumo_ev=0.3 total_energy_ev=-100867.29799
Cd 0.479154 0.057201 -0.961669 -1.23 2.87 1.16
Cl -1.003601 -0.061273 0.900845 -0.66 -0.12 0.88
Cl 1.654172 2.070841 -1.440805 0.48 0.64 -0.12
O -2.731530 6.807056 3.331979 0.24 0.68 -1.02
O -0.045855 -6.643708 1.908600 0.52 -0.19 0.39
O 1.955267 -0.963674 0.011727 2.28 -1.68 0.76
O 1.001938 3.853017 3.733220 -0.52 1.75 -1.96
O -2.230201 -3.962891 4.565681 0.10 -0.29 1.00
O -1.377160 -5.159018 -4.052600 0.05 0.95 -0.54
O 1.109571 5.126639 -2.677067 -0.09 -0.04 -0.18
O 5.920854 -0.877261 -1.972671 -0.27 -0.58 -0.51
O -0.986275 0.475054 -2.465003 -2.01 1.32 -0.59
O -5.703218 0.794622 1.801632 -1.06 -0.84 0.24
O 9.575141 2.180742 -1.505510 1.22 0.25 0.79
O -4.748111 -2.046580 -2.262880 0.35 -1.00 -0.24
N -2.856555 2.840774 0.766055 0.50 0.02 -0.74
N -1.583692 -3.660726 -1.273529 1.13 -0.44 -1.68
N -1.809685 -3.353956 1.481514 0.54 -1.19 0.41
N 6.998804 1.839255 -2.601252 0.37 1.45 -0.69
N 0.514119 -1.665901 -2.155133 0.98 -1.39 -1.51
N -1.266278 4.910662 1.960838 -2.26 2.31 0.39
C -1.168600 -5.772754 2.044495 -0.38 -0.05 -0.02
C 5.834439 -2.223754 -2.443945 0.49 0.69 0.21
C 5.315508 0.064279 -2.862408 0.02 0.11 0.76
C -3.875530 2.350055 1.655244 0.09 0.74 0.12
C -0.752212 -4.271218 1.990553 0.30 -0.68 -0.77
C 0.258574 -1.271073 -3.520993 -1.68 0.91 -0.68
C -2.919580 -3.239617 2.378736 -0.39 0.10 0.96
C -3.925406 7.192505 3.931160 -0.13 -0.40 1.89
C -2.800764 -3.483914 -2.022490 -1.13 0.82 -0.02
C 7.413791 3.132261 -1.950623 0.92 -1.79 -1.07
C -4.749760 1.360330 0.929966 0.33 -0.45 0.58
C -2.879009 6.838766 1.917316 -0.12 -1.60 -0.14
C 0.524635 3.422535 2.450043 0.63 -0.65 0.48
C -0.358680 -8.040823 2.052111 -0.10 0.78 -0.10
C 8.963077 3.337903 -2.097283 -0.54 -0.82 0.02
C 2.305770 -2.203797 -0.576209 -1.07 -1.02 0.50
C -3.566694 -2.233713 -1.500701 0.59 -0.60 -0.71
C 2.702876 -0.652862 1.146288 1.03 1.16 0.89
C -2.111722 -3.848844 6.009605 0.23 -1.17 -1.21
C -1.006055 -0.354270 -3.557092 0.27 -1.17 -1.41
C 5.628765 1.456637 -2.337063 0.18 -0.46 0.01
C -2.475111 -2.793719 3.803073 -0.84 -0.71 0.53
C -0.920824 -5.149939 -5.423346 0.03 -1.18 0.69
C 0.016293 4.539716 1.543624 0.59 -1.64 0.15
C -0.922126 -4.947684 -1.556794 1.32 0.92 -0.99
C -0.229762 5.363826 -2.347050 -0.47 0.55 0.58
C -2.001391 1.469305 -2.510220 -0.01 1.87 0.20
C -5.150960 0.159550 2.948202 -0.12 1.10 0.33
C 1.843003 -2.210841 -2.008489 1.59 -0.47 -0.36
C -0.315228 -5.097718 -3.051527 -2.65 -0.65 -0.10
C 11.037679 2.161666 -1.407177 -1.22 0.96 -0.02
C 1.415313 2.912884 4.626175 0.90 -0.30 1.41
C -5.445995 -0.887318 -1.984242 -0.09 1.51 0.44
C -4.625926 3.544884 2.204033 -1.16 0.53 -0.14
C -1.703482 6.157414 1.279335 1.41 -0.07 0.25
H 3.346225 -2.512305 -0.474363 0.22 0.59 -0.07
H -0.009033 -4.954304 -0.961550 0.24 0.00 0.21
H 0.546276 -8.645376 1.991486 0.17 0.42 -0.12
H 0.713274 5.363315 1.388689 0.39 0.17 0.41
H -0.590527 6.244123 -2.879039 0.02 -0.16 -0.22
H -3.805955 6.955665 4.988392 -0.02 -0.16 0.16
H -2.901725 -1.374240 -1.585753 0.05 0.37 0.05
H 1.326150 4.328820 -2.189028 0.51 -0.41 -0.02
H 0.164333 -6.063812 -3.208947 0.72 0.08 0.69
H 6.631592 -2.400966 -3.165917 0.09 -0.17 -0.11
H -1.850028 5.975161 0.214719 -0.54 -0.26 0.02
H 0.642986 2.378493 5.179377 -0.60 -0.01 -0.17
H -3.022315 7.829680 1.486446 -0.04 0.20 0.24
H 9.239818 4.304179 -1.675601 0.17 -0.08 0.75
H -1.030598 -8.361148 1.255865 -0.18 -0.03 -0.10
H -0.898354 4.517172 -2.502831 0.00 -0.18 -0.48
H 1.722093 -2.944260 -0.029266 -0.04 -0.38 0.17
H -2.562903 -3.399138 -3.082830 -0.20 0.20 0.00
H -1.951053 -0.896320 -3.592262 -0.05 -0.44 0.06
H -1.765901 -3.583421 -0.283112 -0.08 -0.08 0.57
H -5.865796 -0.420843 3.531532 -0.42 -0.47 -0.91
H -1.489683 -5.774546 -1.129841 -0.27 -0.52 -0.89
H -1.758691 -4.864667 6.187328 -0.35 0.01 0.79
H 1.961063 3.516322 5.351510 0.13 -0.33 0.36
H -5.090808 4.164466 1.437150 0.28 -0.08 -0.65
H 1.297990 2.898295 1.888625 0.43 -0.15 0.15
H 4.889878 -2.450068 -2.938605 -0.30 0.10 0.05
H -3.055752 -3.633836 6.510277 -0.20 -0.07 -0.20
H 0.057703 -4.321561 1.262809 0.15 0.48 -0.20
H -4.936910 0.935968 3.682682 0.71 0.13 0.07
H -0.303016 -3.931402 2.923739 -0.15 -0.17 0.20
H 9.345325 3.400463 -3.116144 -0.57 -0.10 -0.50
H -0.109340 -2.448808 -2.019288 -1.06 -0.22 1.12
H -3.028917 1.210880 -2.254288 0.33 -0.84 0.61
H 4.238321 -0.102148 -2.854555 -0.33 0.10 0.11
H -6.359737 -0.767786 -2.566381 -0.03 -0.73 -0.01
H 5.623309 -0.057217 -3.900963 0.48 -0.06 -0.09
H -4.766988 6.588654 3.591744 -0.20 0.21 -0.35
H 7.653572 1.097132 -2.399660 -0.05 0.06 0.36
H -3.995568 4.240791 2.757619 0.14 -0.33 0.28
H 6.866704 3.945634 -2.427291 0.07 0.07 0.06
H -0.267783 -6.012438 -5.556522 0.34 -0.11 -0.10
H -3.722848 6.191850 1.677415 -0.56 0.31 -0.08
H 2.589635 -1.685126 -2.603696 -0.27 0.59 -0.12
H -1.719778 -6.019921 2.951805 -0.02 0.10 0.20
H -1.748311 -5.329850 -6.109635 -0.34 0.16 0.46
H -3.280670 -2.276920 4.324700 -0.06 0.63 -0.20
H -0.864113 6.852752 1.271255 0.39 0.31 0.20
H -4.253826 -0.410405 2.706507 0.05 -0.11 0.04
H -4.126137 0.560378 0.530875 0.41 -0.21 -0.10
H 1.911544 -3.224591 -2.403087 -0.05 -0.32 0.14
H -0.125756 4.098213 0.557219 0.39 -0.30 -0.29
H -1.653054 2.300465 -1.897085 -0.19 -0.33 0.53
H -5.512918 3.274340 2.776888 0.26 -0.30 0.53
H 11.373995 1.337309 -0.778343 -0.45 -0.44 -0.57
H -0.386251 -4.281398 -5.808026 0.04 0.49 0.63
H -1.347794 -3.204660 6.444973 0.19 0.55 -0.68
H -3.661418 -2.595153 1.907080 0.18 0.63 0.29
H 2.802884 -1.470279 1.860378 -0.09 -0.27 -0.22
H -1.815356 -6.001417 1.197422 -0.44 0.29 -0.19
H -3.399761 1.887346 2.519908 -0.06 -0.49 0.12
H -4.885894 0.014783 -2.230366 0.53 0.16 -0.22
H -3.474503 -4.335915 -1.931579 -0.20 -0.32 0.00
H -0.339849 5.587762 -1.285995 0.09 0.18 0.24
H 11.446502 3.019593 -0.873389 -0.39 0.52 0.05
H -4.135466 8.261744 3.957601 -0.02 0.20 -0.77
H -1.482083 -2.401222 1.410178 0.83 0.20 -0.31
H 5.968997 -2.883709 -1.586947 0.01 0.02 -0.04
H -2.160481 2.123819 0.619277 -0.08 -0.62 -0.29
H 1.050240 -0.661029 -3.955963 0.37 -0.38 0.19
H 4.888258 2.121266 -2.782068 0.24 0.38 -0.11
H 2.276951 0.193517 1.685102 -0.53 -0.11 -0.23
H -1.530623 -2.251609 3.849506 -0.21 0.74 -0.60
H -3.485510 -4.169240 2.438900 0.29 -0.34 0.37
H -2.318468 3.494046 1.317235 0.09 0.82 -0.04
H -0.969485 0.257210 -4.458675 0.08 -0.04 -0.28
H -0.228511 2.680624 2.715463 -0.58 -0.04 -0.74
H -5.667765 -0.740686 -0.927164 -0.27 -0.41 0.29
H 2.109661 2.150599 4.272747 0.16 -0.04 -0.60
H 0.322996 -4.265687 -3.349034 0.30 0.05 0.48
H -1.328681 5.080728 2.954467 0.23 0.08 0.21
H 3.675376 -0.284275 0.819950 0.34 -0.33 0.09
H 0.043311 -2.174960 -4.090866 0.23 0.18 -0.61
H 11.478794 2.204755 -2.402997 0.08 -0.48 -0.07
H -0.819339 -8.266513 3.013859 -0.16 0.19 0.15
H -3.768111 -2.378278 -0.439275 -0.31 0.07 0.21
H 7.147014 3.062722 -0.896060 0.15 0.40 0.32
H 5.462249 1.468536 -1.259919 -0.47 -0.14 0.34
H -5.260569 1.790895 0.068694 -0.22 0.27 0.22
H -2.146072 1.981452 -3.461470 0.67 -0.54 -0.74